[1]
Formula: C43H60BClF3N6O5Si
Source: OMol25
Level of theory: wB97M-V/def2-TZVPD

Values from the calculation:
- LUMO level: -3.76 eV
- Total charge: +1
- Frontier orbital gap: 7.1258 eV
- Relative energy (zero: lowest compared OMol25 entry of this formula, charge and spin): 0.0 kJ/mol

Each line ends with the Mulliken charge.
Atoms and positions in Å:
1 C -2.364 -4.560 -2.626  -0.62
2 C 1.721 -0.355 -1.838  -0.22
3 C -1.750 -0.323 3.234  -1.55
4 N 1.759 -1.508 6.794  0.28
5 F -0.627 -2.718 3.464  -0.29
6 H -1.613 2.093 -3.393  0.37
7 H 1.961 0.665 -5.143  0.42
8 H 0.145 -5.974 1.494  0.68
9 C -5.203 0.320 0.823  -0.62
10 H -4.248 4.174 -4.105  0.36
11 H 4.120 3.424 -10.132  0.34
12 C -2.624 0.080 3.945  -0.44
13 C 0.512 -2.620 1.495  -0.21
14 C -1.329 -4.851 -0.455  0.76
15 Si -3.605 2.813 -2.123  -0.12
16 C 1.794 -2.426 -0.556  -1.17
17 C 3.512 1.050 1.686  -0.97
18 H 0.769 -2.107 5.074  0.15
19 H 0.393 -1.922 8.329  0.32
20 H 2.200 -3.416 -0.455  0.27
21 H -4.508 0.049 -2.952  0.36
22 H 2.633 0.769 1.105  0.10
23 H 3.875 2.004 1.303  0.36
24 C -2.385 -4.402 -1.252  -0.58
25 B 2.265 0.381 -3.172  0.87
26 C -1.804 3.946 3.578  0.39
27 C 5.017 -0.633 2.772  -0.92
28 H 5.039 2.055 -9.486  0.29
29 C 0.284 1.626 -1.057  1.18
30 F 0.900 2.357 -1.994  -0.41
31 O 4.669 0.261 -0.693  -0.57
32 C -3.728 4.311 -0.980  -0.95
33 H -4.738 4.695 -0.889  0.33
34 C 2.991 -1.972 6.515  -0.04
35 H -1.276 -5.311 -4.298  0.41
36 O 2.809 1.780 -6.476  -0.75
37 H -5.495 -1.832 -1.763  0.49
38 H 1.388 -0.451 5.033  0.20
39 C 0.907 -1.207 5.661  -0.83
40 H 1.015 -0.259 8.304  0.31
41 O 3.407 -2.146 5.381  -0.54
42 H 5.815 -1.030 0.374  0.33
43 H 1.600 3.042 -9.851  0.38
44 C -0.230 -5.440 -1.065  -0.06
45 H 0.374 2.743 5.527  0.33
46 H -1.812 5.767 5.583  0.30
47 H -5.424 0.398 1.878  0.48
48 H -4.447 2.445 -4.471  0.36
49 H -4.416 2.280 0.729  0.43
50 C 1.276 -1.307 8.147  -0.91
51 O 3.079 1.460 -3.076  -0.54
52 H 0.611 -5.781 -0.480  0.34
53 H 1.088 1.877 -8.609  0.28
54 C 1.754 2.713 -8.827  -0.94
55 H 3.289 1.655 -2.154  0.29
56 C -0.240 -5.033 1.876  -1.32
57 H 5.443 0.098 3.462  0.32
58 C -4.358 1.335 -1.225  0.56
59 C -0.210 -5.599 -2.446  -0.88
60 H -1.758 1.865 -0.387  -0.26
61 N -1.031 4.045 4.677  0.11
62 C -5.259 -0.928 -1.218  -0.63
63 N 4.541 0.032 1.569  0.28
64 H -0.545 -5.237 2.897  0.48
65 H -5.991 -1.670 0.664  0.44
66 C 3.535 1.866 -7.453  0.13
67 C 0.421 -0.536 0.192  1.27
68 C 0.855 0.227 -0.935  -0.02
69 H 4.198 -1.152 3.275  0.37
70 C -4.686 0.146 -1.887  -0.41
71 H 1.038 4.274 4.920  0.41
72 C -1.273 -5.174 -3.228  -0.58
73 H -3.322 4.046 -0.004  0.16
74 C 2.163 -1.685 -1.634  -0.56
75 C -5.531 -0.845 0.141  -0.67
76 C 4.049 2.393 -9.782  -0.91
77 H 3.694 1.766 -10.602  0.34
78 N -0.306 -2.039 2.351  1.34
79 H 3.598 -2.186 7.409  0.29
80 H -3.057 5.068 -1.384  0.36
81 O -2.930 4.387 3.478  -0.65
82 C 5.030 -0.258 0.351  -0.03
83 C 0.305 3.488 4.731  -0.75
84 C -1.740 2.551 -2.414  -0.65
85 H 2.049 -1.586 8.859  0.31
86 H -1.517 0.595 -1.592  0.46
87 H -5.591 3.278 -3.437  0.34
88 H -1.288 3.537 -2.363  0.45
89 H -3.404 0.465 4.557  0.60
90 H 5.785 -1.358 2.514  0.28
91 H -0.917 0.932 1.091  0.32
92 H 0.632 -6.058 -2.946  0.43
93 H 2.593 -0.779 -4.782  0.19
94 C -1.245 1.610 -1.312  -0.75
95 H -3.235 -3.921 -0.783  0.48
96 H -0.821 4.732 6.635  0.41
97 H -1.309 3.406 2.749  0.07
98 C -0.846 -0.785 2.239  0.32
99 H -3.195 -4.204 -3.218  0.44
100 H -2.278 -5.308 1.370  0.69
101 F 0.532 2.294 0.132  -0.32
102 H 1.513 3.526 -8.143  0.29
103 N 3.140 2.307 -8.655  0.14
104 H 1.430 -3.986 2.779  0.43
105 H -0.058 -0.837 6.000  0.43
106 C 0.908 -1.856 0.377  1.89
107 H -2.473 4.248 6.187  0.31
108 C -4.626 1.392 0.147  -0.14
109 H 0.543 3.010 3.781  0.10
110 H -1.815 -3.642 1.234  0.12
111 C -0.489 -0.048 1.159  -0.77
112 H 4.599 1.584 -7.417  0.29
113 C -1.465 -4.656 1.044  -0.69
114 H 3.235 1.163 2.731  0.46
115 C -1.563 4.738 5.840  -1.02
116 N 1.886 -0.117 -4.482  -0.54
117 Cl 3.244 -2.416 -2.762  -0.27
118 C -4.532 3.207 -3.697  -1.14
119 H 1.667 -4.381 1.107  0.35
120 C 0.931 -4.014 1.807  -1.06

=====

[2]
Formula: C43H60CaN10O2PS2
Source: OMol25
Level of theory: wB97M-V/def2-TZVPD

Values from the calculation:
- LUMO level: 2.17 eV
- Total charge: -1
- Frontier orbital gap: 6.5287 eV

Each line ends with the Mulliken charge.
Atoms and positions in Å:
1 C -3.370 -2.871 -2.065  -0.73
2 H 2.869 3.048 3.958  0.30
3 H -0.279 -6.680 -0.829  0.12
4 C 2.867 3.737 3.139  -1.59
5 H 2.950 -5.950 -0.777  0.42
6 N 0.278 -1.401 1.875  0.54
7 H -2.970 3.018 2.917  0.22
8 H -3.669 -0.965 -1.133  0.53
9 H 2.014 6.262 3.729  0.57
10 C -2.985 -1.782 -1.303  -1.01
11 H -1.426 3.376 6.179  0.52
12 C -1.587 -7.479 -4.535  -1.16
13 H 0.011 -3.481 1.353  0.19
14 H -1.845 4.004 -0.435  0.73
15 C -1.206 -3.782 -1.671  -0.57
16 C -0.422 2.625 4.432  2.57
17 H 1.637 3.417 -6.833  0.37
18 H 1.185 5.216 4.855  0.38
19 H 1.765 4.407 0.646  -0.01
20 H 3.450 -5.033 1.387  0.52
21 H 0.690 5.590 -6.120  0.39
22 O 2.067 2.080 -1.237  -0.79
23 C -3.070 2.326 -3.006  -0.62
24 H 1.126 -2.692 -3.918  0.16
25 C 0.774 -3.030 3.378  -1.28
26 H -2.548 -5.632 -0.629  0.47
27 C 3.780 -0.367 3.378  0.70
28 H -0.725 4.687 5.125  0.25
29 O -3.258 -5.002 -4.208  -0.67
30 N -1.378 0.988 -2.080  0.71
31 C 1.201 5.523 3.823  -2.28
32 C 3.028 -3.015 0.819  -0.22
33 N 1.992 -0.406 -1.998  0.45
34 C 2.014 -2.039 -3.819  -1.53
35 N 2.642 -2.181 -0.131  0.50
36 C -2.484 1.774 -1.888  -0.77
37 C -1.248 3.725 5.130  -1.98
38 H -4.371 -2.946 -2.501  0.46
39 H 2.852 -2.706 -4.023  0.48
40 C -2.466 -3.917 -2.240  0.30
41 H -0.610 -7.793 -4.173  0.29
42 C 3.124 -4.380 0.617  -1.20
43 H -3.938 2.977 -2.991  0.43
44 C -2.819 -5.097 -3.073  0.10
45 H -2.170 1.822 1.788  -0.01
46 H -0.455 -4.528 -1.849  0.69
47 H -1.246 -7.460 0.478  0.37
48 H 0.956 -3.888 3.949  0.47
49 C 1.699 5.089 1.484  -2.00
50 H 1.921 -1.208 -4.518  0.28
51 N 1.783 0.539 -3.004  -0.93
52 C -1.082 0.937 -3.320  -0.33
53 H -1.028 -8.260 -1.098  0.37
54 N 0.693 1.809 1.905  0.53
55 H -3.277 -7.200 -0.802  0.42
56 N -0.845 -2.746 -0.959  0.38
57 N 0.975 -1.781 3.922  0.23
58 H 0.264 6.025 3.544  0.27
59 C -0.956 3.897 0.219  -2.32
60 H 1.094 4.289 -1.999  0.38
61 C 1.741 2.645 -4.850  -0.24
62 H -2.772 5.462 1.587  0.53
63 H 0.456 6.101 -3.653  0.36
64 C 0.813 2.314 5.298  -1.88
65 H 2.142 -4.364 -2.628  0.39
66 C 0.729 -0.853 3.005  -1.54
67 C 2.434 -4.022 -1.651  -0.54
68 C 1.447 3.638 -5.781  -0.64
69 C -1.817 5.237 2.099  -1.91
70 H -1.058 5.940 1.770  0.28
71 H 1.428 3.212 5.419  0.30
72 H -0.270 4.759 0.012  0.18
73 C 0.820 5.131 -4.005  -0.70
74 H 3.597 4.503 3.372  0.57
75 C 2.358 -2.660 -1.343  0.87
76 P 0.154 3.056 2.647  -1.22
77 Ca 1.726 0.357 0.421  1.57
78 H -1.306 -0.911 -0.182  0.59
79 C 0.311 -2.759 2.110  -0.22
80 H -2.785 1.875 -0.873  0.59
81 H -3.650 -7.364 -3.995  0.36
82 C -2.428 -6.579 -1.127  -0.80
83 H -3.289 3.072 1.197  0.77
84 N -2.520 -6.322 -2.542  0.34
85 H 3.181 -2.582 1.778  0.37
86 C 1.513 4.389 2.844  2.49
87 C 1.541 2.868 -3.476  0.01
88 S 4.233 0.182 1.876  -0.42
89 C -2.694 -7.450 -3.469  -0.68
90 C -1.302 1.392 4.313  -1.56
91 H -1.480 -6.527 -5.032  0.32
92 H 2.108 1.686 -5.190  0.37
93 H -1.103 0.848 3.388  0.02
94 S -2.063 1.901 -4.341  -0.21
95 N 3.474 -0.783 4.427  -0.84
96 C -1.696 -1.741 -0.784  -0.46
97 C 2.079 -1.600 -2.384  0.01
98 C 1.132 4.145 -3.047  0.17
99 H 1.378 1.528 4.838  0.28
100 H -1.949 5.334 3.182  0.26
101 H 2.642 5.670 1.573  0.72
102 H 3.214 3.094 2.302  0.01
103 H 1.639 -1.577 4.669  0.51
104 C -1.365 3.846 1.700  2.81
105 H 0.465 2.001 6.334  0.55
106 H -1.880 -8.213 -5.309  0.37
107 C 2.847 -4.866 -0.655  -0.56
108 H -1.134 0.703 5.183  0.49
109 H -0.229 0.426 -3.754  0.26
110 H -2.349 1.694 4.344  0.34
111 H -2.692 -8.376 -2.887  0.43
112 H -2.209 3.870 4.626  0.35
113 H 0.902 0.209 3.039  1.14
114 C -1.156 -7.285 -0.617  -0.92
115 C 0.946 4.859 -5.368  -0.38
116 H 0.923 5.814 1.301  0.30
117 H -0.443 2.981 -0.029  0.31
118 C -2.531 2.843 1.919  -1.86
119 C 1.835 1.760 -2.462  -0.07

=====

[3]
Formula: C43H61F6N6O3PS2
Source: OMol25
Level of theory: wB97M-V/def2-TZVPD

Values from the calculation:
- LUMO level: 0.42 eV
- SMILES: CCOCCOc1c(CCCF)cc2c(c1[PH2]=S)N(C(F)(F)C(F)F)c1ccc(CCCCNC(C)=O)c(F)c1S2.CCCC#N.CCCC#N.CCCC#N.CCCC#N
- Frontier orbital gap: 8.0473 eV

Each line ends with the Mulliken charge.
Atoms and positions in Å:
1 F 4.254 0.586 -5.549  -0.25
2 C -2.226 -2.768 -1.370  -0.43
3 C 2.885 0.462 1.268  0.79
4 H 3.385 -3.782 0.548  0.29
5 H 7.533 0.102 -0.362  0.58
6 C -8.103 -3.673 5.984  0.28
7 H 0.918 7.514 -3.444  0.22
8 H -0.397 6.678 -4.276  0.30
9 H -3.198 -0.825 4.988  0.36
10 H 8.815 1.978 0.682  0.55
11 C 4.171 2.381 1.680  -0.26
12 O -4.428 1.713 0.233  -0.57
13 H -3.085 -2.566 5.272  0.32
14 H 9.232 2.349 -1.566  0.35
15 H -5.465 -1.786 5.080  0.34
16 H -4.424 -2.657 -1.112  0.44
17 H -2.268 -3.686 -0.764  0.61
18 C 5.733 1.148 -0.865  1.41
19 P 2.820 3.985 -1.942  0.83
20 C 3.766 -5.011 2.306  -0.49
21 F 2.731 1.280 -6.936  -0.33
22 H -7.945 -5.126 7.489  0.27
23 C -1.541 -3.022 -2.774  -1.52
24 H -9.598 -4.718 7.023  0.30
25 C -4.431 -3.539 2.362  0.33
26 C -5.180 2.699 -1.780  -1.03
27 H 1.188 -0.611 2.209  0.38
28 H -4.073 -0.743 0.265  0.44
29 H -5.131 -1.164 3.474  0.29
30 C -0.012 6.963 -3.295  -0.43
31 N -3.826 -3.710 1.395  -0.46
32 C -0.068 0.473 -3.156  -1.09
33 O 2.892 1.882 1.272  -0.43
34 C 2.913 0.742 -5.676  0.33
35 C 2.397 1.809 -4.668  0.77
36 C 4.970 2.332 -0.984  0.01
37 H 3.014 -3.544 3.718  0.28
38 C -0.489 -1.894 -2.964  0.52
39 H 4.935 1.589 1.654  0.10
40 H -8.928 -6.970 6.168  0.31
41 H 1.340 -0.910 0.484  0.19
42 C -3.656 -0.660 -0.746  -0.65
43 H -2.747 -1.895 3.668  0.30
44 C -1.032 7.828 -2.546  -0.42
45 H 7.503 2.813 -1.987  0.10
46 H -1.568 -2.081 -0.801  0.14
47 H -9.494 -6.691 3.785  0.33
48 H -0.962 -3.956 -2.692  0.31
49 N 5.197 -1.859 2.185  -0.46
50 C 0.861 -2.180 -3.037  0.67
51 S 3.802 5.410 -2.872  -0.53
52 H 1.725 3.666 -2.737  0.09
53 H 5.180 4.263 1.613  0.51
54 N 2.177 1.373 -3.298  0.99
55 C 4.660 -2.745 2.690  0.33
56 H -10.530 -5.643 4.760  0.31
57 H 0.666 0.630 1.050  0.29
58 H -2.243 6.229 -1.697  0.32
59 H -6.266 -3.379 3.371  0.18
60 H 7.406 3.019 0.716  0.10
61 H 1.928 -4.239 1.444  0.30
62 H -7.579 -6.257 5.299  0.27
63 C 1.321 0.214 -3.209  -1.28
64 H 4.060 2.663 2.753  0.49
65 H -4.966 -4.113 4.313  0.25
66 H -2.810 6.812 -3.270  0.29
67 H -5.141 3.622 -1.188  0.29
68 C -8.592 -4.900 6.641  -0.43
69 H -3.745 -1.775 -2.573  0.49
70 C 3.974 -3.884 3.324  -0.45
71 C 1.449 -0.119 1.252  -1.35
72 C -3.388 -1.805 4.548  -1.20
73 C 0.284 5.744 -2.529  0.34
74 C 1.779 -1.112 -3.168  0.92
75 C -2.363 7.117 -2.321  -1.11
76 H -6.221 2.553 -2.116  0.29
77 S 3.554 -1.387 -3.258  -0.41
78 H 4.735 -5.361 1.942  0.31
79 C 8.305 2.848 -1.234  -0.12
80 C 5.286 0.025 -1.589  -1.12
81 C 3.817 2.409 -1.802  -0.19
82 C -9.500 -5.824 4.446  -1.11
83 C 7.894 2.228 0.121  -0.79
84 C -5.202 -3.321 3.600  -0.30
85 H 3.632 4.241 0.772  0.21
86 N 0.517 4.785 -1.928  -0.68
87 H 2.765 -5.422 0.434  0.36
88 F 1.195 2.310 -5.103  -0.39
89 H -1.207 8.741 -3.118  0.33
90 H 6.668 0.712 1.042  0.21
91 H -2.271 -3.024 -3.595  0.53
92 H 3.417 0.051 0.389  -0.33
93 H -2.045 -0.338 -2.981  0.21
94 H 3.399 0.044 2.156  0.39
95 H 2.363 -0.208 -5.676  0.25
96 N -4.567 0.230 -1.531  -0.39
97 C 4.145 0.079 -2.384  1.13
98 C -4.678 1.509 -0.941  0.65
99 H -9.165 -4.966 3.860  0.32
100 H -4.151 0.411 -2.445  0.33
101 C -3.614 -2.026 -1.503  -0.86
102 H -0.621 8.128 -1.580  0.30
103 C -8.596 -6.069 5.650  -0.40
104 C -4.863 -1.947 4.187  -0.41
105 C 4.556 3.660 0.926  -0.77
106 H 2.352 4.410 -0.689  0.11
107 C -0.982 -0.571 -3.031  -0.25
108 C 3.389 1.252 -2.521  -1.59
109 C 2.911 -4.585 1.117  -1.05
110 H 3.288 -5.856 2.806  0.32
111 F 3.258 2.845 -4.740  -0.29
112 H -2.673 -0.157 -0.713  0.23
113 C 6.978 0.983 0.014  -1.01
114 F 8.599 4.204 -1.020  -0.35
115 H 4.577 -4.237 4.161  0.30
116 H -3.066 7.778 -1.813  0.35
117 H 5.859 -0.902 -1.469  0.47
118 O 5.325 3.462 -0.271  -0.42
119 N -7.720 -2.718 5.464  -0.45
120 H -4.577 2.863 -2.694  0.29
121 F 1.367 -3.426 -2.966  -0.42
122 H -0.402 1.514 -3.192  0.58

=====

Which max |F| belongs to each record? In order, 0.021 0.044 0.060 hartree/bohr.